(1)
ORCA calculation (ωB97M-V/def2-TZVPD) on a structure of composition C36H52FO22S at a distorted geometry.

Results
- Gap between HOMO and LUMO: 7.4 eV
- Strongest force on any atom: 0.090 Eh/bohr
- 2S+1: 1
- Charge: -1

CARTESIAN COORDINATES (ANGSTROEM)
C (6.287, -1.018, 0.216)
C (6.778, 0.210, -0.575)
C (5.710, 1.297, -0.718)
O (5.780, 2.120, -1.601)
O (4.753, 1.261, 0.221)
C (3.690, 2.194, -0.004)
C (2.443, 1.551, 0.631)
C (1.971, 0.412, -0.244)
C (2.863, -0.878, -0.272)
O (3.349, -1.251, -1.368)
O (3.063, -1.447, 0.796)
O (0.708, -0.116, 0.385)
S (0.086, -0.950, -0.829)
O (-1.301, -0.630, -1.034)
O (0.187, -2.365, -0.702)
O (0.796, -0.296, -2.165)
C (1.441, 0.847, -1.633)
F (0.386, 1.721, -1.401)
H (5.757, -0.747, 1.129)
H (7.177, -1.587, 0.521)
H (5.667, -1.671, -0.399)
H (7.612, 0.710, -0.070)
H (7.047, -0.100, -1.585)
H (3.927, 3.123, 0.519)
H (3.465, 2.355, -1.054)
H (2.697, 1.209, 1.638)
H (1.635, 2.284, 0.731)
H (2.218, 1.283, -2.257)
O (-3.297, 5.086, 1.653)
C (-3.362, 4.006, 1.141)
O (-2.414, 3.052, 1.298)
C (-2.723, 1.911, 0.469)
C (-4.215, 2.004, 0.212)
C (-4.451, 3.509, 0.209)
H (-2.138, 1.976, -0.449)
H (-2.457, 0.994, 0.989)
H (-4.525, 1.506, -0.706)
H (-4.758, 1.550, 1.041)
H (-4.296, 3.945, -0.780)
H (-5.434, 3.771, 0.591)
O (3.752, 3.045, -3.170)
C (4.389, 3.663, -3.962)
O (4.457, 5.022, -3.973)
C (5.215, 5.461, -5.109)
C (6.079, 4.272, -5.499)
C (5.195, 3.093, -5.108)
H (4.519, 5.747, -5.902)
H (5.808, 6.331, -4.832)
H (6.372, 4.278, -6.548)
H (6.989, 4.262, -4.896)
H (4.513, 2.808, -5.911)
H (5.777, 2.235, -4.782)
O (-6.197, 2.887, 3.438)
C (-6.347, 1.718, 3.644)
O (-5.995, 0.761, 2.751)
C (-6.401, -0.533, 3.241)
C (-6.532, -0.368, 4.745)
C (-6.974, 1.085, 4.868)
H (-7.348, -0.801, 2.766)
H (-5.651, -1.274, 2.973)
H (-7.221, -1.078, 5.199)
H (-5.557, -0.499, 5.218)
H (-8.058, 1.187, 4.803)
H (-6.602, 1.547, 5.779)
O (-3.149, -1.854, 5.584)
C (-2.295, -1.653, 4.764)
O (-1.046, -2.154, 4.856)
C (-0.229, -1.643, 3.775)
C (-1.216, -1.228, 2.702)
C (-2.422, -0.791, 3.525)
H (0.357, -0.802, 4.151)
H (0.453, -2.418, 3.433)
H (-0.835, -0.456, 2.042)
H (-1.483, -2.091, 2.089)
H (-2.360, 0.259, 3.817)
H (-3.360, -0.987, 3.012)
O (3.551, -4.302, -5.609)
C (2.726, -4.569, -4.779)
O (2.727, -5.735, -4.091)
C (1.555, -5.808, -3.255)
C (1.114, -4.368, -3.061)
C (1.537, -3.725, -4.376)
H (0.801, -6.411, -3.769)
H (1.810, -6.293, -2.315)
H (0.054, -4.267, -2.842)
H (1.668, -3.918, -2.236)
H (0.765, -3.816, -5.143)
H (1.825, -2.685, -4.247)
O (7.824, -1.890, -4.853)
C (7.746, -2.986, -5.321)
O (8.689, -3.947, -5.121)
C (8.369, -5.111, -5.898)
C (6.876, -5.016, -6.169)
C (6.658, -3.510, -6.236)
H (8.961, -5.087, -6.818)
H (8.632, -6.005, -5.334)
H (6.567, -5.548, -7.067)
H (6.317, -5.427, -5.328)
H (6.825, -3.117, -7.241)
H (5.674, -3.229, -5.875)
O (-9.348, -0.098, 6.793)
C (-10.006, 0.880, 6.981)
O (-11.093, 1.200, 6.234)
C (-11.598, 2.486, 6.632)
C (-11.085, 2.697, 8.048)
C (-9.752, 1.957, 8.017)
H (-11.219, 3.238, 5.937)
H (-12.685, 2.478, 6.582)
H (-11.003, 3.746, 8.324)
H (-11.756, 2.214, 8.761)
H (-8.938, 2.595, 7.669)
H (-9.505, 1.517, 8.979)

(2)
ORCA calculation (ωB97M-V/def2-TZVPD) on a cluster of 2 separate species, C4H13N4O in total at a distorted geometry.

Results
- Gap between HOMO and LUMO: 10.8 eV
- Strongest force on any atom: 0.060 Eh/bohr
- Energy above the lowest of the compared OMol25 structures with the same formula, charge and spin: 1.634 eV
- 2S+1: 1
- Charge: +1

CARTESIAN COORDINATES (ANGSTROEM)
C (-1.524, 1.153, 0.165)
C (-0.765, -0.536, 1.742)
N (0.216, 0.249, 2.221)
N (-1.567, -0.151, 0.781)
N (-0.960, -1.756, 2.294)
H (0.660, 0.992, 1.693)
H (0.948, -0.094, 2.821)
H (-2.500, -0.540, 0.685)
H (-1.561, -2.458, 1.887)
H (-0.334, -2.116, 2.999)
H (-2.205, 1.797, 0.757)
H (-2.085, 1.209, -0.790)
H (-0.616, 1.725, -0.038)
C (0.644, 0.098, -2.674)
C (1.267, -0.401, -1.425)
O (0.734, -1.181, -0.665)
N (2.375, 0.345, -1.027)
H (3.199, -0.122, -0.692)
H (2.666, 1.178, -1.507)
H (0.144, 1.108, -2.533)
H (-0.019, -0.708, -3.151)
H (1.283, 0.208, -3.542)

(3)
ORCA calculation (ωB97M-V/def2-TZVPD) on a cluster of 2 separate species, C3H10N2O2S in total.

Results
- SMILES: NC(=O)[C@@H](N)CS.O
- Gap between HOMO and LUMO: 9.5 eV
- Strongest force on any atom: 0.016 Eh/bohr
- Energy above the lowest of the compared OMol25 structures with the same formula, charge and spin: 0.347 eV
- 2S+1: 1

CARTESIAN COORDINATES (ANGSTROEM)
N (0.462, 1.393, 0.988)
C (0.833, 0.259, 0.179)
C (-0.013, -0.967, 0.533)
S (0.145, -1.474, 2.267)
C (0.629, 0.548, -1.325)
N (1.154, -0.345, -2.192)
O (0.050, 1.551, -1.715)
H (1.253, 1.999, 1.155)
H (-0.211, -0.312, 2.807)
H (-0.241, 1.915, 0.476)
H (1.880, -0.015, 0.288)
H (0.292, -1.857, -0.016)
H (-1.061, -0.804, 0.291)
H (1.512, -1.243, -1.897)
H (0.986, -0.216, -3.177)
H (-3.426, 0.967, -1.067)
H (-1.968, 0.975, -1.523)
O (-2.634, 0.423, -1.093)

(4)
ORCA calculation (ωB97M-V/def2-TZVPD) on an isolated molecule of CH5NO2S at a distorted geometry.

Results
- Gap between HOMO and LUMO: 10.2 eV
- Strongest force on any atom: 0.084 Eh/bohr
- Energy above the lowest of the compared OMol25 structures with the same formula, charge and spin: 3.727 eV
- 2S+1: 1

CARTESIAN COORDINATES (ANGSTROEM)
C (0.948, 0.587, 0.879)
N (-1.366, -0.891, -1.608)
O (0.799, 1.620, -0.028)
O (-0.137, -0.303, 0.795)
S (-0.474, -1.492, -0.523)
H (0.787, 0.929, 1.832)
H (-0.121, 2.003, 0.201)
H (1.990, 0.128, 0.743)
H (-0.840, -0.675, -2.357)
H (-1.587, -1.907, 0.067)

(5)
ORCA calculation (ωB97M-V/def2-TZVPD) on a cluster of 2 separate species, C6H12N3 in total at a distorted geometry.

Results
- Gap between HOMO and LUMO: 8.4 eV
- Strongest force on any atom: 0.092 Eh/bohr
- Energy above the lowest of the compared OMol25 structures with the same formula, charge and spin: 3.938 eV
- 2S+1: 1
- Charge: +1

CARTESIAN COORDINATES (ANGSTROEM)
C (2.884, -0.495, 0.026)
C (2.673, 0.072, 1.241)
C (1.708, -0.476, -0.688)
C (0.728, 0.236, 0.008)
C (-1.961, -0.643, 0.839)
C (-1.556, 0.540, 0.065)
N (1.402, 0.623, 1.145)
N (1.651, -0.862, -2.081)
N (-1.834, 1.777, 0.537)
H (3.878, -0.788, -0.353)
H (3.288, 0.191, 2.065)
H (-1.529, -0.628, 1.881)
H (-3.100, -0.743, 0.693)
H (-1.619, -1.643, 0.472)
H (-1.754, 0.508, -1.008)
H (1.100, 1.165, 2.013)
H (1.159, -1.777, -2.049)
H (1.397, -0.159, -2.725)
H (2.600, -1.133, -2.272)
H (-1.764, 1.917, 1.579)
H (-1.647, 2.564, 0.028)

(6)
ORCA calculation (ωB97M-V/def2-TZVPD) on a structure of composition C51H36CrGeN2O6PS2.

Results
- Gap between HOMO and LUMO: 6.4 eV
- Strongest force on any atom: 0.011 Eh/bohr
- 2S+1: 1
- Charge: -1

CARTESIAN COORDINATES (ANGSTROEM)
Cr (0.629, 1.309, 1.211)
O (2.064, -0.849, 7.654)
C (0.967, -0.317, 7.404)
O (-0.071, -0.219, 8.079)
C (0.862, 0.268, 5.969)
C (-0.367, 0.627, 5.436)
C (-0.463, 0.985, 4.106)
N (0.606, 1.015, 3.299)
C (1.805, 0.712, 3.826)
C (1.976, 0.348, 5.140)
C (2.924, 0.744, 2.824)
O (4.081, 0.555, 3.123)
O (2.492, 0.982, 1.613)
H (-1.241, 0.581, 6.071)
H (-1.412, 1.238, 3.653)
H (2.953, 0.077, 5.512)
C (2.359, 1.289, -6.739)
C (3.096, 0.586, -5.797)
C (2.614, 0.446, -4.503)
C (1.400, 1.019, -4.129)
C (0.665, 1.720, -5.084)
C (1.140, 1.852, -6.381)
P (0.886, 0.796, -2.377)
C (-0.910, 1.145, -2.514)
C (-1.726, 0.062, -2.845)
C (-3.097, 0.217, -2.972)
C (-3.674, 1.464, -2.775)
C (-2.873, 2.546, -2.440)
C (-1.499, 2.388, -2.308)
C (1.478, 2.354, -1.621)
C (2.082, 3.392, -2.328)
C (2.459, 4.562, -1.679)
C (2.213, 4.726, -0.324)
C (1.616, 3.694, 0.384)
C (1.274, 2.492, -0.245)
H (2.728, 1.392, -7.751)
H (4.043, 0.138, -6.073)
H (3.178, -0.122, -3.770)
H (-0.286, 2.160, -4.810)
H (0.559, 2.397, -7.115)
H (-1.278, -0.917, -2.979)
H (-3.719, -0.639, -3.203)
H (-4.746, 1.582, -2.860)
H (-3.316, 3.520, -2.268)
H (-0.884, 3.236, -2.031)
H (2.254, 3.294, -3.393)
H (2.936, 5.355, -2.242)
H (2.494, 5.644, 0.176)
H (1.430, 3.826, 1.451)
O (-4.311, -1.372, -0.380)
S (-4.204, -0.651, 0.856)
O (-4.573, -1.304, 2.074)
N (-2.672, -0.007, 1.023)
C (-2.719, 1.281, 0.987)
S (-1.395, 2.364, 1.204)
C (-4.068, 1.890, 0.775)
C (-4.420, 3.223, 0.649)
C (-5.758, 3.527, 0.432)
C (-6.720, 2.523, 0.346)
C (-6.363, 1.185, 0.474)
C (-5.031, 0.907, 0.687)
H (-3.670, 3.999, 0.715)
H (-6.060, 4.561, 0.330)
H (-7.756, 2.788, 0.180)
H (-7.099, 0.394, 0.410)
C (0.369, -0.084, 0.550)
Ge (0.963, -1.976, 0.515)
C (1.362, -2.394, 2.364)
C (2.659, -2.600, 2.824)
C (2.893, -2.869, 4.168)
C (1.836, -2.934, 5.062)
C (0.535, -2.747, 4.606)
C (0.298, -2.476, 3.268)
C (2.499, -2.020, -0.673)
C (2.417, -2.757, -1.851)
C (3.469, -2.756, -2.760)
C (4.613, -2.021, -2.491)
C (4.703, -1.282, -1.317)
C (3.653, -1.278, -0.412)
C (-0.413, -3.172, -0.142)
C (-1.586, -2.772, -0.768)
C (-2.494, -3.719, -1.230)
C (-2.228, -5.070, -1.077)
C (-1.059, -5.483, -0.449)
C (-0.160, -4.537, 0.019)
H (3.500, -2.536, 2.144)
H (3.909, -2.988, 4.521)
H (2.021, -3.071, 6.120)
H (-0.289, -2.777, 5.308)
H (-0.720, -2.315, 2.924)
H (1.523, -3.331, -2.067)
H (3.391, -3.324, -3.679)
H (5.434, -2.019, -3.198)
H (5.594, -0.703, -1.105)
H (3.714, -0.659, 0.474)
H (-1.818, -1.723, -0.879)
H (-3.418, -3.383, -1.682)
H (-2.939, -5.805, -1.433)
H (-0.855, -6.538, -0.315)
H (0.744, -4.864, 0.524)

(7)
ORCA calculation (ωB97M-V/def2-TZVPD) on an isolated molecule of C7H11BO5S at a distorted geometry.

Results
- SMILES: CO[S@](=O)(OB(O)O)=C1C=CC=CC1
- Gap between HOMO and LUMO: 7.5 eV
- Strongest force on any atom: 0.075 Eh/bohr
- 2S+1: 1

CARTESIAN COORDINATES (ANGSTROEM)
B (2.626, -1.312, 0.101)
C (-3.028, -0.581, -0.158)
C (-2.225, -0.794, -1.321)
C (-2.672, -0.360, 1.093)
C (-0.850, -0.753, -1.152)
C (-1.287, -0.781, 1.444)
C (-0.425, -0.749, 0.224)
C (1.794, 2.631, -0.708)
O (1.241, 0.805, 1.627)
O (2.102, -0.149, -0.374)
O (3.841, -1.705, -0.398)
O (2.127, -2.077, 1.044)
O (0.726, 1.697, -0.598)
S (0.762, 0.421, 0.351)
H (-4.084, -0.424, -0.489)
H (-2.686, -0.721, -2.386)
H (-3.370, -0.034, 1.799)
H (-0.093, -0.726, -1.982)
H (-0.801, -0.174, 2.157)
H (-1.362, -1.784, 1.977)
H (1.361, 3.345, -1.517)
H (2.628, 1.995, -0.994)
H (1.791, 3.217, 0.226)
H (4.155, -1.006, -0.992)
H (2.838, -2.796, 1.067)

(8)
ORCA calculation (ωB97M-V/def2-TZVPD) on a cluster of 2 separate species, C5H12NO2 in total at a distorted geometry.

Results
- Gap between HOMO and LUMO: 6.7 eV
- Strongest force on any atom: 0.098 Eh/bohr
- Energy above the lowest of the compared OMol25 structures with the same formula, charge and spin: 3.934 eV
- 2S+1: 1
- Charge: -1

CARTESIAN COORDINATES (ANGSTROEM)
C (1.927, 0.893, 0.964)
O (1.688, 1.606, 2.091)
C (0.556, 0.685, 0.084)
C (0.872, -0.264, -1.105)
C (-0.307, -1.114, -1.585)
C (-0.397, -1.815, -2.774)
N (-0.553, 0.294, 1.129)
H (2.127, -0.242, 1.099)
H (2.643, 1.231, 0.193)
H (0.229, 1.664, -0.224)
H (1.310, 0.435, -1.802)
H (1.647, -1.021, -0.937)
H (-1.057, -1.445, -0.814)
H (0.428, -1.734, -3.528)
H (-1.342, -2.400, -2.913)
H (-0.329, -0.588, 1.584)
H (-0.360, 0.886, 1.832)
H (-2.167, -0.003, 1.019)
H (-3.412, 0.526, 0.345)
O (-3.156, -0.316, 0.751)

The records above give, respectively, LUMO level values of 1.7, -2.7, 0.7, 0.7, -3.2, 0.7, 0.3, 3.7 eV.